The following is a quantum chemistry calculation of a molecular structure, C6H11N2S at a distorted geometry, from the Open Molecules 2025 dataset.

ORCA input file:
```
! wB97M-V def2-TZVPD RIJCOSX def2/J DEFGRID3
* xyz 1 1
C -0.80 -0.37 0.51
C 0.30 -1.38 -1.07
C 0.50 -0.66 0.07
C 2.89 -0.37 -0.06
C 1.54 0.54 1.83
C -3.79 1.20 -1.31
N -1.97 -0.36 0.43
N 1.62 -0.38 0.74
S -3.53 -0.44 0.39
H 1.22 -1.44 -1.69
H -0.59 -1.68 -1.54
H 2.67 -0.02 -1.00
H 3.63 0.42 0.42
H 3.25 -1.33 -0.11
H 1.91 1.58 1.57
H 0.60 0.58 2.31
H 2.18 0.12 2.72
H -3.58 0.65 -2.22
H -3.16 1.83 -0.85
H -4.88 1.52 -1.15
*
```

Properties
Relative energy (zero: lowest compared OMol25 entry of this formula, charge and spin)   582.8 kJ/mol
Orbital gap   7.25 eV
Maximum force   5.33 eV/Å

***

The following is a quantum chemistry calculation of a molecular structure, C4H8N2O at a distorted geometry, from the Open Molecules 2025 dataset.

ORCA input file:
```
! wB97M-V def2-TZVPD RIJCOSX def2/J DEFGRID3
* xyz 0 1
C 1.99 0.12 0.29
C 0.88 -0.43 -0.55
O 0.10 -1.51 0.04
C -1.07 -0.90 -0.32
N -2.27 -1.14 -0.06
C -0.45 0.43 -0.64
N -1.18 1.11 0.60
H 1.50 0.61 1.14
H 2.54 0.87 -0.30
H 2.69 -0.64 0.64
H 1.28 -0.84 -1.50
H -2.34 -1.79 0.72
H -0.58 0.95 -1.61
H -2.10 1.31 0.21
H -0.99 1.83 1.32
*
```

Properties
Relative energy (zero: lowest compared OMol25 entry of this formula, charge and spin)   360.6 kJ/mol
Orbital gap   9.94 eV
Maximum force   1.78 eV/Å

***

The following is a quantum chemistry calculation of a molecular structure, C24H30BN5O4PtS5, from the Open Molecules 2025 dataset.

ORCA input file:
```
! wB97M-V def2-TZVPD RIJCOSX def2/J DEFGRID3
* xyz 0 3
Pt -0.42 0.15 -0.07
O 4.13 -0.45 -0.39
C 4.53 0.74 -0.91
C 5.86 0.89 -1.30
C 6.29 2.10 -1.81
C 5.40 3.16 -1.96
C 4.08 3.00 -1.59
C 3.62 1.79 -1.07
C 2.19 1.60 -0.70
O 1.86 0.43 -0.29
N 1.39 2.61 -0.83
N 0.09 2.31 -0.47
C -0.64 3.34 -0.28
S -0.02 4.97 -0.52
C -1.52 5.79 0.08
C -2.71 4.91 -0.26
S -2.31 3.22 0.25
H 3.18 -0.29 -0.13
H 6.53 0.06 -1.17
H 7.33 2.21 -2.10
H 5.75 4.11 -2.36
H 3.37 3.81 -1.70
H -1.59 6.76 -0.41
H -1.45 5.94 1.16
H -2.92 4.93 -1.33
H -3.61 5.22 0.28
S -2.56 0.07 -1.28
C -3.83 0.12 -0.21
N -3.75 0.12 1.11
C -4.98 0.34 1.86
C -6.13 -0.01 0.91
S -5.48 0.23 -0.77
H -2.84 0.14 1.56
H -5.03 1.38 2.19
H -4.99 -0.31 2.74
H -6.98 0.65 1.06
H -6.45 -1.04 1.03
N 2.04 -2.31 1.07
C 1.46 -2.40 -0.12
N 2.25 -2.47 -1.21
S -0.24 -2.40 -0.25
H 3.03 -2.14 1.15
H 1.45 -2.01 1.84
H 3.20 -2.14 -1.15
H 1.78 -2.40 -2.10
C -0.69 -2.44 8.39
C 0.35 -1.50 7.76
C 1.65 -2.28 7.57
C 0.63 -0.34 8.72
C -0.20 -0.96 6.44
C -1.38 -0.20 6.44
C -1.94 0.33 5.28
C -1.28 0.08 4.10
O -1.59 0.48 2.82
B -0.56 -0.03 1.98
O 0.34 -0.75 2.78
C -0.11 -0.66 4.08
C 0.45 -1.19 5.22
H -0.31 -2.84 9.33
H -0.91 -3.28 7.72
H -1.63 -1.93 8.59
H 2.00 -2.65 8.53
H 2.43 -1.66 7.14
H 1.50 -3.15 6.92
H 1.02 -0.72 9.66
H -0.28 0.23 8.93
H 1.36 0.35 8.29
H -1.88 -0.02 7.38
H -2.85 0.91 5.31
H 1.37 -1.75 5.15
*
```

Properties
Relative energy (zero: lowest compared OMol25 entry of this formula, charge and spin)   0.0 kJ/mol
Orbital gap (spin up / spin down)   6.25 / 7.56 eV
Maximum force   0.55 eV/Å

***

The following is a quantum chemistry calculation of a molecular structure, C3H9N3O at a distorted geometry, from the Open Molecules 2025 dataset.

ORCA input file:
```
! wB97M-V def2-TZVPD RIJCOSX def2/J DEFGRID3
* xyz 0 1
C 0.29 0.29 -2.23
C -0.17 1.43 0.66
N 0.56 0.18 0.50
C 0.03 -1.00 0.37
N -0.38 -0.96 2.13
O 1.19 0.22 -1.17
N 0.01 -2.07 -0.23
H -0.75 -0.13 2.57
H 0.40 -1.29 2.70
H -0.37 -2.87 0.25
H -0.28 -0.64 -2.36
H -0.42 1.12 -2.15
H 0.88 0.45 -3.14
H -1.25 1.32 0.51
H 0.02 1.82 1.66
H 0.24 2.13 -0.06
*
```

Properties
Relative energy (zero: lowest compared OMol25 entry of this formula, charge and spin)   608.4 kJ/mol
Orbital gap   9.19 eV
Maximum force   6.25 eV/Å

***

Question: Which value of maximum force does entry 1 give?
Answer: 5.33 eV/Å